1.
C15H15N2O4 | wB97M-V/def2-TZVPD

Each line ends with the Mulliken charge.
Cartesian coordinates (Å):
C  4.276  0.399  1.895  -0.194
C  3.301  -0.513  1.540  -0.920
C  2.096  0.049  1.108  -0.158
C  2.021  1.433  1.085  0.357
C  0.682  2.061  0.659  0.496
C  0.017  2.403  2.069  -0.827
C  -0.652  1.087  2.495  -0.656
N  -1.147  0.511  1.201  -0.015
C  -0.401  1.129  0.062  -1.170
N  2.969  2.303  1.391  -0.566
C  4.116  1.766  1.804  -0.441
H  5.235  0.018  2.249  0.328
H  3.448  -1.585  1.614  0.450
H  1.289  -0.619  0.813  0.426
H  0.761  2.987  0.089  0.619
H  -0.552  3.335  2.098  0.332
H  0.848  2.487  2.782  0.342
H  -1.398  1.194  3.287  0.435
H  0.016  0.302  2.865  0.330
H  -2.144  0.713  1.195  0.330
H  -0.999  -0.514  1.226  0.362
H  -0.142  0.393  -0.706  0.181
H  -1.170  1.789  -0.360  0.488
H  4.929  2.430  2.089  0.383
C  -0.948  -2.042  -2.470  -0.660
C  -1.863  -2.061  -1.447  0.525
C  -3.334  -2.195  -1.883  0.427
O  -4.253  -2.293  -1.053  -0.769
C  -3.625  -2.191  -3.283  -0.698
C  -2.710  -2.160  -4.337  0.387
C  -1.228  -2.131  -3.891  0.515
O  -0.292  -2.174  -4.685  -0.714
O  -2.959  -2.155  -5.555  -0.763
O  -1.614  -1.978  -0.202  -0.871
H  0.113  -1.959  -2.235  0.351
H  -4.686  -2.219  -3.509  0.357

The value obtained for the orbital gap is 4.119 eV. The calculation puts the maximum force at 2.7 eV/Å. Its total energy is -26966.8508 eV. The value obtained for the HOMO energy is -2.44 eV. Its charge is -1.

2.
C6H8O2 | wB97M-V/def2-TZVPD

Each line ends with the Mulliken charge.
Cartesian coordinates (Å):
C  -2.927  -0.098  0.489  -0.841
C  -1.946  -0.498  -0.440  -0.321
C  -0.543  0.003  -0.177  0.268
C  0.442  -0.882  -0.095  -0.591
C  1.514  -0.207  0.109  0.724
C  1.164  1.090  0.033  -0.538
H  -2.163  0.801  1.155  0.214
H  -3.225  -0.811  1.405  0.250
H  -4.026  0.367  -0.004  0.226
H  -1.836  -1.464  -0.587  0.334
H  -2.424  -0.089  -1.372  0.264
H  0.446  -2.005  -0.137  0.296
H  2.874  -1.322  -0.611  0.381
H  2.067  1.836  -0.307  0.244
O  2.887  -0.478  0.294  -0.581
O  -0.129  1.258  -0.176  -0.330

The value obtained for the orbital gap is 8.523 eV. The calculation puts the maximum force at 8.8 eV/Å. Its total energy is -10440.3588 eV. The value obtained for the HOMO energy is -8.18 eV.

3.
C7H15N | wB97M-V/def2-TZVPD

Each line ends with the Mulliken charge.
Cartesian coordinates (Å):
C  0.684  -2.335  1.019  -0.772
C  0.888  -1.298  -0.062  -0.778
C  -0.388  -0.554  -0.447  -1.043
C  0.721  1.619  0.214  -1.719
C  -0.400  0.981  -0.359  2.528
C  -1.846  1.514  -0.206  -1.672
C  0.270  1.718  -1.618  -1.745
N  0.468  -1.677  2.298  -0.543
H  -0.148  -3.003  0.786  0.303
H  1.570  -2.972  1.019  0.373
H  1.616  -0.576  0.305  0.431
H  1.364  -1.727  -0.948  0.403
H  -1.179  -0.843  0.251  0.448
H  -0.768  -0.924  -1.393  0.519
H  0.728  2.698  0.392  0.330
H  -2.211  1.128  0.745  0.409
H  -1.836  2.594  -0.273  0.472
H  -2.466  1.106  -1.007  0.315
H  0.056  1.060  -2.470  0.455
H  1.352  1.834  -1.747  0.410
H  -0.238  2.631  -1.885  0.428
H  0.933  -0.778  2.301  0.212
H  0.833  -2.195  3.085  0.237

The value obtained for the orbital gap is 8.568 eV. The calculation puts the maximum force at 2.1 eV/Å. Its total energy is -8988.1227 eV. The value obtained for the HOMO energy is -7.65 eV.

4.
C14H22ClNOS | wB97M-V/def2-TZVPD

Each line ends with the Mulliken charge.
Cartesian coordinates (Å):
Cl  -0.665  0.483  3.752  -0.200
N  -1.069  -0.357  -0.738  -0.697
O  -2.113  0.581  1.340  -0.337
S  -3.366  -1.431  0.190  -0.165
C  -2.008  -0.238  0.153  0.240
C  -0.599  1.952  -1.150  -1.647
C  0.965  -1.473  -2.376  -1.818
C  1.658  0.828  -3.003  -1.820
C  -2.029  -0.722  3.152  -0.736
C  -4.155  -0.859  1.834  -0.640
C  1.390  -0.632  1.102  -0.518
C  2.488  -1.048  0.120  -1.084
C  2.201  1.264  0.012  -0.815
C  -3.018  0.032  2.352  -0.255
C  0.881  0.694  0.527  -0.208
C  2.489  0.028  -0.860  -0.369
C  0.070  0.532  -0.737  1.227
C  1.217  -0.034  -1.788  1.187
H  0.147  2.703  -1.211  0.412
H  -1.362  2.238  -0.338  0.369
H  -1.157  1.839  -2.085  0.431
H  0.471  -2.150  -1.662  0.358
H  1.936  -1.908  -2.791  0.310
H  0.302  -1.246  -3.272  0.497
H  1.923  1.875  -2.679  0.215
H  2.465  0.430  -3.508  0.529
H  0.916  0.660  -3.748  0.504
H  -2.592  -1.057  3.987  0.559
H  -1.646  -1.604  2.689  0.376
H  -5.102  -0.412  1.469  0.358
H  -4.354  -1.655  2.503  0.387
H  0.602  -1.384  1.190  0.212
H  1.833  -0.551  2.184  0.253
H  2.182  -2.024  -0.319  0.352
H  3.536  -1.260  0.498  0.332
H  2.896  1.511  0.899  0.281
H  2.164  2.109  -0.613  0.381
H  -3.410  0.878  2.923  0.381
H  0.459  1.326  1.312  0.602
H  3.457  0.083  -1.308  0.557

The value obtained for the orbital gap is 9.333 eV. The calculation puts the maximum force at 3.9 eV/Å. Its total energy is -41767.8555 eV. As for the SMILES: CC1(C)[C@@H]2CC[C@@H](C2)[C@]1(C)/N=C1\O[C@H](CCl)CS1. The value obtained for the HOMO energy is -8.87 eV.

5.
CH2N4O | wB97M-V/def2-TZVPD

Each line ends with the Mulliken charge.
Cartesian coordinates (Å):
N  -1.368  -0.409  -0.643  -0.475
C  -0.294  -0.830  0.044  0.456
N  0.573  -1.364  0.603  -0.462
O  2.446  0.426  0.918  -0.472
N  1.618  1.047  0.360  0.753
N  0.765  1.557  -0.173  -0.319
H  -1.579  0.580  -0.638  0.265
H  -2.160  -1.008  -0.471  0.255

The value obtained for the orbital gap is 11.078 eV. The calculation puts the maximum force at 1.4 eV/Å. Its total energy is -9074.7014 eV. As for the SMILES: N#[N+][O-].N#CN. The value obtained for the HOMO energy is -10.40 eV.

6.
C4H11N3O | wB97M-V/def2-TZVPD

Each line ends with the Mulliken charge.
Cartesian coordinates (Å):
C  -0.887  0.527  1.000  -0.095
C  0.420  0.032  0.685  0.175
C  0.616  -1.469  0.780  -1.884
C  0.563  0.748  -1.000  0.755
N  -1.932  -0.219  1.343  -0.306
N  1.207  -0.157  -1.865  -0.571
O  -1.016  0.501  -1.310  -0.679
N  0.979  1.983  -1.040  -0.903
H  -1.221  1.215  -1.931  0.360
H  -1.028  1.595  1.094  0.343
H  1.197  0.578  1.213  0.422
H  -1.880  -1.218  1.216  0.230
H  -2.854  0.186  1.294  0.269
H  0.815  -1.082  -1.920  0.214
H  2.211  -0.147  -1.760  0.260
H  0.774  2.506  -0.195  0.177
H  1.627  -1.730  0.470  0.386
H  0.487  -1.844  1.801  0.372
H  -0.078  -2.004  0.125  0.476

The value obtained for the orbital gap is 7.650 eV. The calculation puts the maximum force at 1.1 eV/Å. Its total energy is -10841.3459 eV. The value obtained for the HOMO energy is -7.27 eV.